(1)
{
  "formula": "C3H6OS2",
  "method": "ωB97M-V/def2-TZVPD",
  "de_lowest_kj_mol": 315.3,
  "total_charge": 0,
  "smiles": "O=[S@@H](=S)C1CC1",
  "total_energy_ha": -989.4085,
  "elements": ["C", "C", "C", "O", "S", "S", "H", "H", "H", "H", "H", "H"],
  "xyz": [[-1.085, -0.567, -0.617], [-0.826, -0.684, 0.861], [-0.408, 0.550, 0.143], [2.034, 1.552, 0.747], [2.066, -1.099, -0.518], [1.344, 0.638, -0.182], [-0.293, -1.118, -1.212], [-2.043, -0.511, -1.114], [-1.671, -0.355, 1.536], [-0.174, -1.451, 1.225], [-0.536, 1.589, 0.449], [1.591, 1.457, -1.318]],
  "forces_ev_per_angstrom": [[1.1, -0.3, -0.5], [-2.4, 1.0, 0.7], [2.1, 0.3, -0.6], [-1.1, -1.0, 0.3], [0.1, 0.0, 0.0], [2.7, 1.7, -0.7], [-1.3, 0.6, 0.7], [-0.2, 0.3, 0.4], [0.9, -1.0, -0.7], [0.5, 0.0, 0.1], [-1.3, -0.3, -0.1], [-1.2, -1.2, 0.4]]
}

=====

(2)
{
  "formula": "C2H11NO3",
  "method": "ωB97M-V/def2-TZVPD",
  "de_lowest_kj_mol": 206.5,
  "total_charge": 0,
  "smiles": "CNCO.O.O",
  "total_energy_ha": -363.1958,
  "elements": ["C", "N", "C", "O", "H", "H", "H", "H", "H", "H", "H", "H", "H", "O", "H", "H", "O"],
  "xyz": [[-0.403, -0.971, -3.444], [-0.344, -2.090, -2.566], [-0.523, -1.883, -1.186], [0.775, -1.732, -0.445], [0.493, -0.282, -3.246], [-0.441, -0.999, -4.619], [-1.371, -0.589, -3.222], [-0.776, -2.950, -2.819], [-1.048, -2.838, -0.745], [-1.152, -1.022, -0.822], [1.652, -1.763, -0.958], [-1.794, 3.283, 3.144], [-1.539, 2.303, 1.906], [-1.171, 2.552, 2.790], [1.143, 2.781, 3.216], [2.635, 2.825, 3.756], [1.666, 3.055, 3.924]],
  "forces_ev_per_angstrom": [[0.8, 1.7, -1.9], [0.8, -1.4, 0.2], [0.8, -1.3, 2.0], [0.4, 0.2, -0.7], [-1.6, -0.6, 0.0], [0.4, -1.3, 2.2], [-0.6, 1.8, 0.0], [-0.2, -0.2, -0.7], [1.2, 1.7, -0.7], [0.7, -0.4, -0.8], [-2.7, -0.2, 0.4], [1.6, -1.9, -1.0], [0.4, 0.4, 1.2], [-1.9, 1.4, -0.2], [-1.2, -0.9, -2.0], [-2.4, 0.4, 0.1], [3.5, 0.5, 1.9]]
}

=====

(3)
{
  "formula": "C42H30F10N2O16S",
  "method": "ωB97M-V/def2-TZVPD",
  "total_charge": 0,
  "smiles": "O=C(F)NC(=O)[C@]1(S(=O)(=O)C(F)(F)C(F)(F)C(F)(F)C(F)(F)F)CC(=O)N[C@H]1CCO.O=C1C=CC(=O)C=C1.O=C1C=CC(=O)C=C1.O=C1C=CC(=O)C=C1.O=C1C=CC(=O)C=C1.O=C1C=CC(=O)C=C1",
  "total_energy_ha": -4328.5158,
  "elements": ["O", "C", "F", "N", "C", "O", "C", "S", "O", "O", "C", "F", "F", "C", "F", "F", "C", "F", "F", "C", "F", "F", "F", "C", "C", "O", "N", "C", "C", "C", "O", "H", "H", "H", "H", "H", "H", "H", "H", "H", "H", "C", "C", "C", "O", "C", "C", "C", "O", "H", "H", "H", "H", "C", "C", "C", "O", "C", "C", "C", "O", "H", "H", "H", "H", "C", "C", "C", "O", "C", "C", "C", "O", "H", "H", "H", "H", "C", "C", "C", "O", "C", "C", "C", "O", "H", "H", "H", "H", "C", "C", "C", "O", "C", "C", "C", "O", "H", "H", "H", "H"],
  "xyz": [[4.799, 1.600, 3.749], [3.776, 1.028, 3.623], [3.310, 0.171, 4.513], [2.855, 1.208, 2.580], [2.514, 0.104, 1.790], [2.671, -1.037, 2.131], [1.761, 0.467, 0.511], [2.726, 1.317, -0.759], [1.876, 1.470, -1.894], [3.328, 2.479, -0.169], [4.166, 0.303, -1.421], [4.620, 1.091, -2.411], [3.693, -0.837, -1.963], [5.359, -0.001, -0.439], [6.475, 0.576, -0.927], [5.089, 0.540, 0.772], [5.662, -1.504, -0.220], [6.183, -1.998, -1.374], [4.530, -2.173, 0.082], [6.686, -1.777, 0.929], [7.172, -3.008, 0.756], [6.074, -1.712, 2.106], [7.691, -0.906, 0.907], [0.723, 1.587, 0.849], [-0.435, 1.338, -0.078], [-1.358, 2.082, -0.270], [-0.289, 0.071, -0.650], [0.770, -0.637, 0.087], [1.232, -1.938, -0.562], [0.863, -3.160, 0.275], [1.535, -4.325, -0.178], [3.131, 2.017, 2.024], [0.330, 1.350, 1.839], [1.081, 2.606, 0.884], [-1.186, -0.398, -0.567], [0.351, -0.930, 1.058], [2.299, -1.981, -0.729], [0.701, -2.023, -1.509], [1.165, -2.996, 1.305], [-0.212, -3.351, 0.203], [1.613, -4.258, -1.136], [-0.724, -2.902, -4.627], [-0.730, -2.414, -5.864], [0.375, -2.712, -6.815], [0.367, -2.263, -7.939], [1.484, -3.573, -6.332], [1.483, -4.065, -5.098], [0.385, -3.764, -4.154], [0.402, -4.205, -3.020], [-1.513, -2.697, -3.914], [-1.525, -1.781, -6.237], [2.285, -3.770, -7.032], [2.275, -4.692, -4.720], [0.139, 6.901, 0.996], [0.671, 5.877, 1.658], [-0.184, 4.820, 2.251], [0.306, 3.883, 2.852], [-1.649, 4.941, 2.075], [-2.187, 5.961, 1.413], [-1.333, 7.025, 0.822], [-1.812, 7.958, 0.218], [0.741, 7.685, 0.555], [1.739, 5.764, 1.796], [-2.247, 4.151, 2.512], [-3.257, 6.061, 1.275], [-5.730, 2.870, 3.808], [-5.367, 3.761, 2.891], [-5.562, 5.215, 3.116], [-5.228, 6.032, 2.284], [-6.180, 5.638, 4.398], [-6.548, 4.746, 5.313], [-6.351, 3.291, 5.089], [-6.688, 2.475, 5.919], [-5.605, 1.806, 3.664], [-4.922, 3.474, 1.946], [-6.311, 6.704, 4.537], [-7.002, 5.029, 6.254], [-8.379, -0.221, 3.348], [-9.510, -0.759, 3.796], [-10.778, -0.636, 3.031], [-11.808, -1.123, 3.438], [-10.733, 0.111, 1.747], [-9.603, 0.649, 1.300], [-8.337, 0.523, 2.065], [-7.306, 1.017, 1.656], [-7.446, -0.295, 3.893], [-9.566, -1.304, 4.730], [-11.669, 0.188, 1.208], [-9.546, 1.199, 0.369], [7.003, -4.695, -3.010], [6.116, -4.025, -3.739], [5.327, -4.695, -4.799], [4.504, -4.077, -5.444], [5.558, -6.142, -5.022], [6.449, -6.815, -4.299], [7.243, -6.144, -3.235], [8.051, -6.758, -2.577], [7.586, -4.229, -2.226], [5.919, -2.971, -3.597], [4.965, -6.610, -5.798], [6.638, -7.871, -4.442]],
  "forces_ev_per_angstrom": [[0.2, 0.2, 0.0], [-0.3, 0.1, 0.0], [0.0, -0.2, 0.1], [0.8, -0.1, -0.6], [-0.2, -0.1, 0.3], [0.1, 0.0, -0.1], [-0.6, 0.8, 0.3], [0.0, 0.1, -0.5], [0.1, -0.2, -0.1], [0.2, -0.2, 0.3], [0.1, -0.1, -0.3], [-0.2, -0.3, 0.3], [0.2, 0.4, 0.0], [0.3, 0.2, 0.0], [-0.4, -0.1, 0.2], [0.0, -0.1, -0.1], [0.0, -0.3, -0.2], [-0.2, 0.2, 0.4], [0.4, 0.2, -0.1], [-0.1, -0.1, 0.0], [0.0, 0.2, 0.1], [0.1, 0.0, -0.1], [-0.1, -0.1, 0.0], [0.0, -0.3, 0.1], [0.1, 0.1, -0.7], [-0.2, 0.1, 0.2], [-0.2, 0.1, 0.9], [-0.1, -0.6, 0.3], [-0.3, 0.0, -0.1], [0.2, -0.3, -0.4], [0.3, 0.3, 0.1], [-0.2, 0.1, 0.0], [0.1, 0.1, 0.2], [0.0, 0.1, -0.1], [0.1, -0.2, -0.6], [0.1, 0.0, 0.1], [0.1, 0.1, 0.0], [0.3, 0.0, -0.3], [-0.1, -0.1, 0.2], [-0.2, 0.2, 0.3], [-0.2, -0.2, -0.1], [0.0, 0.0, 0.0], [0.0, 0.0, 0.0], [0.0, 0.0, 0.0], [0.0, 0.0, 0.0], [0.0, 0.0, 0.0], [-0.1, 0.0, 0.0], [0.1, 0.0, 0.0], [0.0, 0.1, 0.1], [0.0, 0.0, 0.0], [0.0, 0.0, 0.0], [0.0, 0.0, 0.0], [0.1, 0.0, 0.0], [0.0, 0.0, 0.0], [0.0, 0.0, 0.0], [0.0, 0.0, 0.0], [0.0, 0.0, 0.0], [0.0, 0.0, 0.0], [0.0, 0.0, 0.0], [0.0, -0.1, 0.0], [0.0, 0.0, 0.0], [0.0, 0.0, 0.0], [0.0, 0.0, 0.0], [0.0, 0.0, 0.0], [0.0, 0.1, 0.0], [0.0, 0.0, 0.0], [0.0, 0.0, 0.0], [0.0, 0.0, 0.0], [-0.1, 0.0, 0.0], [0.0, 0.0, 0.0], [0.0, 0.0, 0.0], [0.0, 0.0, 0.0], [0.0, 0.0, 0.0], [0.0, 0.0, 0.0], [0.0, 0.0, 0.0], [0.0, 0.0, 0.0], [0.0, 0.0, 0.0], [0.0, 0.0, 0.0], [0.0, 0.0, 0.0], [0.0, 0.0, 0.0], [0.0, 0.0, 0.0], [0.0, 0.0, 0.0], [0.0, 0.0, 0.0], [0.0, 0.0, 0.0], [0.1, 0.0, 0.0], [0.0, 0.0, 0.0], [0.0, 0.0, 0.0], [0.0, 0.0, 0.0], [0.0, 0.0, 0.0], [0.0, 0.0, 0.0], [0.1, 0.0, 0.0], [-0.1, 0.0, 0.0], [0.1, -0.1, -0.1], [0.0, 0.0, 0.0], [0.0, 0.0, 0.0], [0.0, 0.0, 0.0], [0.0, 0.0, 0.0], [0.0, 0.0, 0.0], [0.0, 0.0, 0.0], [0.0, 0.0, 0.0], [0.0, 0.0, 0.0]]
}

=====

(4)
{
  "formula": "C3H10N2S",
  "method": "ωB97M-V/def2-TZVPD",
  "de_lowest_kj_mol": 121.1,
  "total_charge": 0,
  "smiles": "NC[C@H](N)CS",
  "total_energy_ha": -627.9485,
  "elements": ["N", "C", "C", "S", "C", "N", "H", "H", "H", "H", "H", "H", "H", "H", "H", "H"],
  "xyz": [[-0.058, 1.165, 0.907], [-0.141, 0.262, -0.303], [-1.285, -0.697, -0.264], [-2.994, 0.309, -0.082], [1.147, -0.662, -0.268], [2.392, 0.313, -0.416], [-0.206, 2.111, 0.505], [-0.947, 0.926, 1.355], [-0.233, 1.027, -1.102], [-1.240, -1.466, 0.557], [-1.460, -1.282, -1.184], [-3.087, -0.025, 1.162], [1.126, -1.166, 0.710], [1.085, -1.256, -1.219], [3.143, -0.296, -0.829], [2.756, 0.737, 0.471]],
  "forces_ev_per_angstrom": [[-1.1, -0.4, -0.9], [1.7, 0.3, 1.0], [-2.7, -0.1, 0.1], [1.7, -1.0, -1.3], [0.7, 3.6, -1.3], [-0.3, -2.2, -0.1], [0.1, -0.7, 0.9], [0.4, 0.8, 0.5], [0.4, -1.4, -0.5], [0.0, 1.1, -0.5], [0.4, 0.5, 0.3], [-0.4, -0.2, 1.4], [0.1, -0.3, -0.6], [0.5, 0.0, 1.3], [-0.8, 1.1, 0.8], [-0.9, -1.0, -1.0]]
}

=====

(5)
{
  "formula": "C4H16NO3",
  "method": "ωB97M-V/def2-TZVPD",
  "de_lowest_kj_mol": 80.7,
  "total_charge": 1,
  "total_energy_ha": -442.2339,
  "elements": ["C", "C", "C", "C", "N", "H", "H", "H", "H", "H", "H", "H", "H", "H", "H", "H", "H", "O", "H", "H", "O", "H", "H", "O"],
  "xyz": [[-0.655, -2.107, 2.072], [0.197, -0.826, 2.099], [0.530, -0.352, 0.739], [1.531, -0.741, -0.021], [1.584, -0.368, -1.437], [-0.220, -2.977, 1.573], [-1.548, -1.885, 1.481], [-0.927, -2.404, 3.078], [1.076, -0.957, 2.732], [-0.377, -0.152, 2.717], [-0.118, 0.431, 0.386], [2.292, -1.414, 0.314], [0.907, -0.891, -2.000], [1.331, 0.634, -1.553], [2.496, -0.437, -1.880], [1.433, 2.623, -0.074], [1.296, 3.202, -1.462], [1.325, 2.357, -0.996], [-1.788, -0.954, -2.177], [-1.725, 0.564, -1.835], [-1.210, -0.257, -1.855], [-3.057, 1.869, -0.329], [-2.229, 2.940, -1.025], [-2.144, 2.104, -0.549]],
  "forces_ev_per_angstrom": [[-0.2, -0.1, -0.7], [0.5, -1.1, 1.3], [-0.3, 1.1, 0.2], [0.0, -0.5, 0.3], [-0.1, 0.8, -0.6], [0.4, 0.2, 0.1], [-0.2, -0.1, 0.3], [-0.2, 0.0, 0.1], [0.4, -0.4, -0.3], [-0.3, 0.8, -0.5], [-0.4, 0.0, -0.6], [0.3, -0.4, -0.1], [-0.1, 0.0, 0.2], [-0.2, 0.0, 0.3], [0.3, -0.3, 0.3], [0.0, -0.2, 0.0], [0.0, -0.2, -0.2], [0.0, 0.4, 0.1], [-0.1, 0.1, 0.0], [0.1, 0.0, 0.2], [0.2, -0.2, -0.2], [0.1, 0.1, 0.1], [0.0, 0.0, 0.1], [-0.3, 0.0, -0.3]]
}

=====

(6)
{
  "formula": "C15H13Br2N3O3STl",
  "method": "ωB97M-V/def2-TZVPD",
  "de_lowest_kj_mol": 0.0,
  "total_charge": 1,
  "total_energy_ha": -6687.8803,
  "elements": ["Tl", "Br", "C", "C", "C", "Br", "C", "C", "C", "C", "N", "C", "C", "O", "H", "H", "H", "H", "C", "N", "C", "C", "N", "C", "S", "H", "H", "H", "H", "H", "H", "C", "C", "O", "O", "H", "H", "H"],
  "xyz": [[-0.521, -1.758, -0.866], [-0.407, 3.753, -0.055], [-0.294, 2.461, 1.287], [-0.395, 2.844, 2.605], [-0.347, 1.893, 3.610], [-0.471, 2.486, 5.375], [-0.208, 0.493, 3.325], [-0.179, -0.503, 4.314], [-0.062, -1.816, 3.948], [0.033, -2.125, 2.590], [0.034, -1.203, 1.644], [-0.100, 0.086, 1.987], [-0.140, 1.077, 0.888], [-0.033, 0.744, -0.292], [-0.523, 3.886, 2.856], [-0.259, -0.227, 5.355], [-0.049, -2.606, 4.686], [0.123, -3.156, 2.263], [2.474, 1.745, -2.582], [2.484, 0.436, -3.240], [2.506, 0.209, -4.602], [2.507, -1.128, -4.788], [2.491, -1.691, -3.532], [2.469, -0.739, -2.577], [2.433, -0.977, -0.893], [2.454, 2.519, -3.343], [3.362, 1.858, -1.968], [1.594, 1.824, -1.949], [2.512, 1.011, -5.322], [2.530, -1.710, -5.693], [2.521, -2.676, -3.323], [-4.730, -0.905, -0.124], [-3.249, -1.126, -0.407], [-2.925, -1.540, -1.553], [-2.426, -0.899, 0.513], [-5.325, -1.202, -0.981], [-4.884, 0.151, 0.096], [-4.999, -1.492, 0.752]],
  "forces_ev_per_angstrom": [[-0.1, 0.8, 0.3], [0.1, -0.1, 0.0], [-0.1, 0.0, -0.1], [0.0, -0.1, 0.0], [0.0, 0.0, 0.1], [0.0, 0.0, 0.0], [0.0, 0.0, 0.0], [0.0, 0.0, 0.1], [0.0, -0.1, 0.0], [0.1, 0.1, -0.2], [0.1, 0.0, 0.1], [0.0, -0.1, 0.1], [0.1, 0.1, 0.2], [-0.3, -0.1, -0.3], [0.0, 0.0, 0.0], [0.0, 0.0, 0.0], [0.0, 0.0, 0.0], [0.0, 0.1, 0.0], [-0.1, -0.1, 0.0], [-0.1, 0.1, 0.2], [0.0, 0.1, 0.0], [0.0, 0.0, 0.0], [0.0, -0.1, -0.1], [0.1, 0.1, -0.3], [-0.4, -0.4, -0.1], [0.0, 0.0, -0.1], [0.1, 0.0, 0.0], [-0.1, 0.0, 0.0], [0.0, 0.0, 0.1], [0.0, 0.0, 0.1], [0.0, 0.0, 0.0], [0.3, 0.0, -0.2], [-0.6, 0.1, 0.1], [0.7, -0.2, 0.0], [0.2, -0.3, -0.2], [-0.1, 0.0, 0.0], [0.0, 0.0, 0.0], [0.0, 0.1, 0.0]]
}